The following is a DFT calculation (ωB97M-V with the def2-TZVPD basis set) of a single C20H25FN2O3 molecule.

Output
Calculated total energy, Eh: -1212.268006
Max |F|, eV/Å: 0.74
Relative energy (zero: lowest compared OMol25 entry of this formula, charge and spin), kcal/mol: 0.00
SMILES string: CCOC(=O)c1cc(-c2ccc(F)cc2)n(CC(=O)N[C@H](C)CC)c1C

Atoms and positions in Å:
O: -3.043 -1.495 4.003
C: 2.148 2.107 -3.964
C: 2.608 2.969 1.268
H: -0.824 -3.066 -0.391
C: -5.270 -4.078 1.694
H: 1.385 3.578 -2.581
H: 1.753 -0.370 -5.148
H: 2.827 3.708 0.514
O: -0.676 0.816 -1.495
H: -5.239 -2.388 3.057
H: 0.994 -1.663 -0.744
C: 0.837 0.188 -4.960
H: -4.597 -4.867 1.365
H: 0.074 1.643 -3.561
C: -4.578 -3.192 2.713
C: -0.719 -0.231 2.816
H: 2.600 2.504 -1.886
H: 1.004 2.066 0.193
N: 1.254 0.315 -2.558
H: -6.152 -4.528 2.141
C: -1.569 -1.176 2.188
H: 1.933 2.683 -4.865
C: 2.316 3.053 -2.781
H: 3.079 1.560 -4.134
C: 0.906 -0.636 -0.375
H: 3.089 3.788 -2.992
H: 1.828 0.403 4.040
H: 0.028 -0.516 -4.786
H: -4.260 -3.766 3.591
H: 1.897 -0.286 -0.070
C: -1.066 -1.389 0.912
H: 0.602 0.773 -5.844
F: 4.316 3.861 2.624
H: -2.486 -2.721 0.099
C: 1.323 1.091 2.078
C: 3.327 2.957 2.450
C: -2.727 -1.750 2.863
H: 3.629 2.080 4.373
H: -5.569 -3.492 0.830
C: 1.604 2.036 1.090
C: 2.053 1.122 3.268
N: 0.036 -0.611 0.765
C: 0.391 0.249 -1.526
C: 1.009 1.106 -3.751
H: -0.855 0.158 3.804
H: -1.685 -1.687 -1.095
C: 3.057 2.051 3.459
C: -1.542 -2.269 -0.185
H: 2.124 -0.193 -2.522
C: 0.254 0.115 1.916
O: -3.429 -2.613 2.099

The following is a DFT calculation (ωB97M-V with the def2-TZVPD basis set) of a 2-piece molecular cluster, C3H6F3N overall at a distorted geometry.

Output
Calculated total energy, Eh: -472.145504
Max |F|, eV/Å: 4.26
Relative energy (zero: lowest compared OMol25 entry of this formula, charge and spin), kcal/mol: 84.10

Atoms and positions in Å:
C: -1.679 0.154 -1.224
F: 3.871 0.033 0.294
H: 2.324 -1.048 -0.173
F: 1.983 0.929 -0.119
H: -0.780 0.390 -1.717
H: -1.548 -0.485 0.719
C: -0.019 -1.486 -0.396
N: -1.204 -0.852 -0.278
C: 2.560 -0.109 0.467
H: -2.049 1.095 -0.730
H: 2.271 -0.160 1.604
F: 0.073 -2.427 0.557
H: -2.260 -0.261 -2.039

The following is a DFT calculation (ωB97M-V with the def2-TZVPD basis set) of C19H24ClNSTi as an isolated structure at a distorted geometry.

Output
Total charge: +2
Calculated total energy, Eh: -2500.455593
Max |F|, eV/Å: 2.10
Relative energy (zero: lowest compared OMol25 entry of this formula, charge and spin), kcal/mol: 12.85

Atoms and positions in Å:
C: 0.328 2.313 2.623
C: -0.053 -0.710 -6.268
C: -0.908 1.696 -6.218
C: 0.848 -1.683 -1.405
C: 0.188 0.727 -6.224
C: -1.920 -0.962 0.050
H: 0.113 4.392 2.254
H: -1.881 2.788 5.768
H: -0.044 -1.080 -7.305
H: 0.222 0.314 3.097
C: -1.998 -0.421 -1.265
Ti: 0.134 0.355 -0.276
C: -1.801 0.123 0.983
H: -0.126 -2.805 0.296
C: 0.531 -2.003 -0.036
C: -1.262 2.671 4.875
C: -0.837 1.416 4.510
H: -2.135 -0.983 -2.186
S: 1.379 2.033 1.339
C: 1.370 -1.226 0.816
H: -1.008 -0.987 -5.816
H: -0.659 2.571 -5.602
H: 1.998 1.475 -7.081
H: 0.726 -1.257 -5.722
C: 1.566 1.232 -6.089
H: -2.168 1.690 -1.984
H: 3.121 0.120 0.311
H: 1.405 -1.270 1.904
H: 1.614 2.154 -5.479
C: -0.151 3.589 2.930
Cl: 0.831 2.054 -1.476
N: -0.068 1.249 3.390
H: -1.794 0.028 2.070
H: -1.110 2.068 -7.235
H: -1.963 2.344 0.667
C: 2.271 -0.471 -0.029
C: -1.881 1.347 0.237
H: -1.055 0.508 5.053
H: -1.838 1.284 -5.816
C: -2.005 1.000 -1.157
H: -1.231 4.769 4.361
H: -2.069 -2.008 0.330
H: 0.412 -2.139 -2.295
H: 2.496 -0.443 -2.270
C: 1.941 -0.770 -1.396
C: -0.912 3.773 4.080
H: 2.241 0.501 -5.607

The following is a DFT calculation (ωB97M-V with the def2-TZVPD basis set) of C27H70Li5N6O12 as an isolated structure at a distorted geometry.

Output
Total charge: +4
⟨S²⟩: 0.756
Multiplicity: 2
Calculated total energy, Eh: -2338.358960
Max |F|, eV/Å: 4.76
Relative energy (zero: lowest compared OMol25 entry of this formula, charge and spin), kcal/mol: 0.00

Atoms and positions in Å:
H: 0.281 -0.780 -0.353
H: 3.526 6.879 2.108
C: 2.822 -4.778 -1.188
H: 6.740 8.062 1.344
H: 5.373 8.075 2.438
H: -0.376 -4.566 4.662
H: 0.931 -3.921 -2.720
C: 3.133 3.160 0.775
C: -3.021 -1.198 1.371
H: 2.042 -1.565 1.393
C: -2.924 -3.154 -2.289
H: 4.345 0.453 -5.047
O: -1.801 2.142 0.590
C: 0.508 -0.229 -1.266
Li: 1.974 -0.534 -5.003
H: 3.139 -3.863 -1.689
H: 3.121 5.623 -0.471
H: -3.431 -3.962 -1.762
N: -3.511 2.029 -1.800
C: -7.597 1.647 -3.307
C: 2.149 -2.193 2.278
H: 3.049 -5.685 -1.747
N: -1.642 -3.695 -2.656
C: 4.297 -2.902 1.552
O: -2.845 -1.672 -4.062
C: -3.760 2.856 -0.663
H: -4.641 -2.525 -3.388
C: -3.264 2.264 0.668
H: 1.788 -1.599 -2.205
O: 5.235 2.074 0.775
H: 3.958 1.957 2.336
H: 2.555 -0.244 -1.119
H: -3.926 -1.867 -5.853
H: 1.594 -3.107 2.066
O: -3.925 -1.615 0.614
C: -3.593 -1.151 -5.102
H: -1.559 -5.069 -1.116
H: 5.431 1.431 -5.440
H: 3.300 1.124 1.008
H: -3.586 2.575 -2.647
H: -1.724 -2.588 3.401
H: 0.539 -5.580 -2.478
C: -0.514 -3.497 4.827
Li: 3.617 1.932 -3.163
C: 3.685 6.836 1.030
N: -0.005 -1.419 3.527
H: -8.122 0.697 -3.210
H: -1.646 -4.312 -3.456
C: 1.447 -1.413 3.420
N: 3.711 4.435 1.279
H: -2.431 -2.640 7.472
O: 4.870 1.178 -4.708
H: -0.371 -3.183 2.599
O: 2.404 0.204 -3.088
C: 0.539 -4.613 -1.975
H: -3.274 3.817 -0.833
C: -0.647 -2.693 3.533
Li: -0.931 -1.722 -3.472
H: 5.677 0.090 0.463
H: -3.481 2.992 1.449
C: 1.906 -0.549 -1.939
C: -4.297 0.772 -1.921
H: 6.121 0.728 2.128
N: -3.276 -0.701 2.562
O: 3.611 -2.238 2.516
H: 3.053 3.171 -0.312
H: 5.389 8.963 0.905
H: -1.279 -1.338 0.263
C: 5.651 8.021 1.385
H: 5.360 -2.953 1.787
H: -2.827 -2.298 -1.620
C: 6.063 0.919 1.056
H: 1.715 -0.357 3.401
O: 5.114 6.789 0.892
H: -4.220 -0.705 2.922
H: -3.634 -3.549 -4.411
H: -0.782 3.071 2.401
C: 3.101 5.564 0.617
H: -1.334 -3.905 7.493
O: 1.404 -4.823 -0.840
H: -6.297 -0.019 -1.773
H: 0.376 -3.185 5.374
H: -0.856 -3.497 -0.719
H: 2.115 3.074 1.154
H: -2.499 -0.277 3.048
C: -0.905 -4.276 -1.479
H: 1.872 -1.800 4.347
H: -4.817 3.074 -0.504
H: -3.883 0.009 -1.262
H: -3.018 -0.462 -5.721
H: -8.042 2.385 -2.640
H: 4.071 -2.440 0.591
H: -1.072 -1.219 1.977
H: -7.729 1.991 -4.333
C: -1.518 -2.965 6.972
H: -0.265 -0.836 4.310
H: 3.846 -3.894 1.543
H: -0.738 -2.242 7.206
Li: -1.526 1.652 -1.489
H: -1.671 1.542 2.606
H: -6.115 1.616 -1.071
C: -5.834 0.960 -1.895
H: 2.069 5.617 0.962
H: -0.190 1.569 1.819
H: -4.078 0.335 -2.896
Li: 0.801 1.509 -3.637
N: -1.692 -1.241 1.180
C: -1.105 2.156 1.905
H: 0.548 0.807 -0.927
H: -4.452 -0.621 -4.689
O: -0.664 -0.203 -2.074
C: 3.904 1.999 1.248
H: 7.069 1.072 0.664
O: -6.178 1.525 -3.123
H: 3.343 7.740 0.527
C: -3.611 -2.786 -3.633
H: -3.780 1.332 0.900
H: 4.715 4.506 1.191
H: 3.395 -4.844 -0.263
O: -1.666 -3.245 5.614

The following is a DFT calculation (ωB97M-V with the def2-TZVPD basis set) of a single C6H9N molecule at a distorted geometry.

Output
Calculated total energy, Eh: -288.749122
Max |F|, eV/Å: 1.12
Relative energy (zero: lowest compared OMol25 entry of this formula, charge and spin), kcal/mol: 20.66
SMILES string: C=C(C)CCC#N

Atoms and positions in Å:
H: 1.337 0.633 -0.860
H: 1.328 2.182 1.074
N: -1.405 2.839 -0.342
C: 0.480 1.508 0.909
H: -2.024 -1.581 0.277
C: -1.280 -0.826 0.516
H: -1.537 -0.139 1.317
C: -0.141 -0.749 -0.171
H: 1.768 -0.189 0.628
H: -0.370 -2.632 -1.216
C: 0.160 -1.681 -1.318
H: 1.233 -1.892 -1.395
H: 0.111 1.214 1.897
C: 0.930 0.287 0.099
H: -0.148 -1.223 -2.267
C: -0.577 2.259 0.220

The following is a DFT calculation (ωB97M-V with the def2-TZVPD basis set) of a single C5H9N3 molecule at a distorted geometry.

Output
Calculated total energy, Eh: -359.882334
Max |F|, eV/Å: 4.89
Relative energy (zero: lowest compared OMol25 entry of this formula, charge and spin), kcal/mol: 197.62
SMILES string: C=CN(/C=N/C)N=C

Atoms and positions in Å:
H: 3.350 -1.850 -0.272
H: 2.958 1.332 -0.413
N: 0.444 -0.260 0.156
H: 1.494 3.127 -0.325
C: -3.237 -0.063 -0.038
C: 2.306 -1.258 0.098
H: -3.470 -0.070 1.172
H: -3.395 -1.146 -0.750
C: 0.760 1.150 0.084
N: -1.877 0.371 -0.008
H: -4.083 0.757 -0.486
H: -0.918 -1.595 -0.021
N: 1.106 -1.458 -0.236
H: 2.351 -0.211 0.919
C: -0.968 -0.530 0.070
H: -0.267 1.969 -0.015
C: 1.850 1.886 -0.079

Which formula does entry 5 have? C6H9N

The lowest max |F| belongs to which entry? C20H25FN2O3

Among the records above, which one has the lowest calculated total energy? C19H24ClNSTi

Please write out number 1 again, unchanged.
The following is a DFT calculation (ωB97M-V with the def2-TZVPD basis set) of a single C20H25FN2O3 molecule.

Output
Calculated total energy, Eh: -1212.268006
Max |F|, eV/Å: 0.74
Relative energy (zero: lowest compared OMol25 entry of this formula, charge and spin), kcal/mol: 0.00
SMILES string: CCOC(=O)c1cc(-c2ccc(F)cc2)n(CC(=O)N[C@H](C)CC)c1C

Atoms and positions in Å:
O: -3.043 -1.495 4.003
C: 2.148 2.107 -3.964
C: 2.608 2.969 1.268
H: -0.824 -3.066 -0.391
C: -5.270 -4.078 1.694
H: 1.385 3.578 -2.581
H: 1.753 -0.370 -5.148
H: 2.827 3.708 0.514
O: -0.676 0.816 -1.495
H: -5.239 -2.388 3.057
H: 0.994 -1.663 -0.744
C: 0.837 0.188 -4.960
H: -4.597 -4.867 1.365
H: 0.074 1.643 -3.561
C: -4.578 -3.192 2.713
C: -0.719 -0.231 2.816
H: 2.600 2.504 -1.886
H: 1.004 2.066 0.193
N: 1.254 0.315 -2.558
H: -6.152 -4.528 2.141
C: -1.569 -1.176 2.188
H: 1.933 2.683 -4.865
C: 2.316 3.053 -2.781
H: 3.079 1.560 -4.134
C: 0.906 -0.636 -0.375
H: 3.089 3.788 -2.992
H: 1.828 0.403 4.040
H: 0.028 -0.516 -4.786
H: -4.260 -3.766 3.591
H: 1.897 -0.286 -0.070
C: -1.066 -1.389 0.912
H: 0.602 0.773 -5.844
F: 4.316 3.861 2.624
H: -2.486 -2.721 0.099
C: 1.323 1.091 2.078
C: 3.327 2.957 2.450
C: -2.727 -1.750 2.863
H: 3.629 2.080 4.373
H: -5.569 -3.492 0.830
C: 1.604 2.036 1.090
C: 2.053 1.122 3.268
N: 0.036 -0.611 0.765
C: 0.391 0.249 -1.526
C: 1.009 1.106 -3.751
H: -0.855 0.158 3.804
H: -1.685 -1.687 -1.095
C: 3.057 2.051 3.459
C: -1.542 -2.269 -0.185
H: 2.124 -0.193 -2.522
C: 0.254 0.115 1.916
O: -3.429 -2.613 2.099